[1]
Entry from the Open Molecules 2025 dataset: C24H39BrN7O4SSbZr as an isolated structure (ωB97M-V with the def2-TZVPD basis set).

Last column: Löwdin charge in e.
Atoms and positions in Å:
Zr (-0.338, 1.076, 0.596)  1.561
C (4.006, -4.203, 3.719)  -0.025
C (3.099, -3.011, 3.667)  -0.247
C (2.297, -2.683, 4.774)  0.002
C (1.381, -1.655, 4.712)  -0.011
C (1.225, -0.983, 3.484)  -0.281
C (2.069, -1.253, 2.423)  -0.112
C (3.018, -2.243, 2.513)  -0.034
S (0.151, 0.397, 3.340)  0.663
O (-1.132, 0.221, 2.504)  -0.480
O (-0.035, 0.843, 4.681)  -0.235
N (0.782, 1.448, 2.342)  -0.365
C (2.148, 1.874, 2.285)  -0.131
C (2.510, 1.936, 0.795)  -0.560
O (3.535, 2.379, 0.407)  0.155
O (1.580, 1.375, -0.068)  -0.318
H (4.561, -4.259, 4.645)  0.089
H (4.701, -4.190, 2.880)  0.084
H (3.427, -5.130, 3.598)  0.101
H (2.423, -3.248, 5.696)  0.135
H (0.820, -1.357, 5.581)  0.123
H (2.003, -0.663, 1.512)  0.080
H (3.672, -2.459, 1.656)  0.136
H (2.842, 1.206, 2.775)  0.131
H (2.303, 2.867, 2.694)  0.142
C (-2.222, 1.368, -4.873)  -0.008
N (-1.168, 1.513, -3.876)  -0.125
C (0.195, 1.499, -4.346)  -0.010
C (-1.430, 1.496, -2.560)  -0.411
N (-0.507, 1.379, -1.652)  0.010
N (-2.748, 1.615, -2.185)  0.182
C (-3.289, 1.512, -0.912)  -0.436
N (-4.628, 1.713, -0.880)  0.211
N (-2.582, 1.266, 0.170)  0.008
H (-1.786, 1.657, -5.836)  0.108
H (-3.060, 2.047, -4.725)  0.091
H (-2.590, 0.355, -4.935)  0.101
H (0.214, 1.519, -5.434)  0.105
H (0.717, 0.591, -4.035)  0.091
H (0.744, 2.370, -3.969)  0.113
H (0.422, 1.310, -2.008)  0.036
H (-3.398, 1.907, -2.900)  0.136
H (-5.169, 1.751, -1.716)  0.121
H (-5.115, 1.697, -0.003)  0.131
H (-3.141, 1.094, 0.995)  0.084
Br (0.045, 8.093, 0.573)  0.856
C (-0.118, 6.230, 0.448)  -0.664
C (-1.008, 5.570, 1.309)  -0.072
C (-1.012, 4.187, 1.278)  -0.117
N (-0.209, 3.455, 0.484)  -0.061
C (0.655, 4.119, -0.323)  -0.096
C (0.739, 5.503, -0.360)  -0.068
H (-1.691, 6.088, 1.973)  0.119
H (-1.676, 3.658, 1.955)  0.119
H (1.316, 3.509, -0.941)  0.113
H (1.463, 5.966, -1.006)  0.119
C (0.597, -4.308, 1.052)  -0.172
C (-0.656, -3.722, 0.441)  -0.381
Sb (-0.324, -1.787, -0.538)  1.440
C (-2.047, -1.903, -1.934)  -0.384
C (-3.376, -2.011, -1.169)  -0.173
C (1.376, -2.020, -1.887)  -0.400
C (1.193, -3.270, -2.709)  -0.181
H (0.400, -5.359, 1.222)  0.084
H (0.855, -3.845, 2.002)  0.057
H (1.442, -4.217, 0.381)  0.058
H (-1.459, -3.558, 1.163)  0.057
H (-1.074, -4.350, -0.352)  0.061
H (-1.899, -2.802, -2.523)  0.046
H (-2.046, -1.051, -2.608)  0.017
H (-3.375, -2.902, -0.542)  0.064
H (-4.205, -2.131, -1.889)  0.087
H (-3.547, -1.135, -0.541)  0.035
H (2.288, -2.046, -1.295)  0.053
H (1.411, -1.117, -2.478)  0.022
H (1.159, -4.161, -2.058)  0.072
H (2.021, -3.440, -3.402)  0.085
H (0.253, -3.189, -3.259)  0.058

For the total energy, the calculation gives -4881.3588 Eh. The net charge is +2. As for the relative energy (zero: lowest compared OMol25 entry of this formula, charge and spin): 0.00 kcal/mol. The HOMO energy comes out at -14.2 eV. The HOMO-LUMO gap comes out at 8.5 eV. The LUMO energy is -5.7 eV.

[2]
Entry from the Open Molecules 2025 dataset: C24H39Cl5CuO11 as an isolated structure (ωB97M-V with the def2-TZVPD basis set).

Last column: Löwdin spin population.
Atoms and positions in Å:
Cu (0.045, 0.668, -1.145)  0.601
Cl (-0.861, 0.443, 1.144)  0.041
C (3.912, 3.181, -0.609)  0.017
C (2.454, 3.059, -0.285)  0.018
O (1.854, 1.984, -0.965)  0.296
H (4.259, 3.043, -1.633)  0.000
H (4.517, 2.524, 0.015)  0.000
H (4.178, 4.218, -0.401)  0.002
H (1.922, 3.974, -0.545)  -0.001
H (2.419, 2.932, 0.797)  0.005
O (-1.038, 2.596, -1.506)  -0.002
C (-1.992, 3.254, -1.046)  -0.001
O (-3.123, 3.421, -1.763)  0.000
C (-4.154, 4.008, -1.114)  0.000
C (-3.453, 4.374, 0.204)  0.000
C (-1.966, 3.964, 0.270)  0.000
H (-5.003, 3.428, -0.753)  0.000
H (-4.501, 4.953, -1.532)  0.000
H (-4.004, 3.968, 1.052)  0.000
H (-3.590, 5.441, 0.377)  0.000
H (-1.737, 3.477, 1.218)  0.000
H (-1.186, 4.713, 0.135)  0.000
O (0.975, -1.328, -1.137)  -0.002
C (1.862, -2.086, -0.722)  -0.001
O (1.991, -2.258, 0.565)  0.000
C (2.954, -3.213, 0.888)  0.000
C (3.697, -3.629, -0.371)  0.000
C (2.791, -2.945, -1.461)  0.000
H (2.617, -4.127, 1.376)  0.000
H (3.688, -2.817, 1.590)  0.000
H (3.646, -4.713, -0.468)  0.000
H (4.763, -3.403, -0.406)  0.000
H (2.340, -3.776, -2.004)  0.000
H (3.449, -2.473, -2.191)  0.000
O (0.901, 0.349, -3.140)  0.007
C (1.993, 0.321, -3.766)  0.001
O (2.269, -0.671, -4.648)  0.001
C (3.399, -0.367, -5.441)  0.000
C (3.640, 1.157, -5.216)  0.000
C (3.087, 1.430, -3.850)  0.001
H (3.253, -0.610, -6.494)  0.000
H (4.236, -1.019, -5.194)  0.000
H (3.196, 1.667, -6.072)  0.000
H (4.686, 1.462, -5.230)  0.000
H (2.636, 2.417, -3.746)  0.000
H (3.742, 1.153, -3.024)  0.001
O (2.355, -5.071, 3.679)  0.000
C (1.458, -4.368, 4.062)  0.000
O (1.624, -3.514, 5.156)  0.000
C (0.514, -2.682, 5.310)  0.000
C (-0.241, -2.814, 4.010)  0.000
C (-0.044, -4.253, 3.601)  0.000
H (0.851, -1.648, 5.245)  0.000
H (-0.173, -2.862, 6.137)  0.000
H (0.233, -2.076, 3.363)  0.000
H (-1.311, -2.632, 4.105)  0.000
H (-0.351, -4.444, 2.572)  0.000
H (-0.583, -4.917, 4.277)  0.000
O (-1.671, -0.454, -1.983)  0.010
C (-2.851, -0.605, -1.710)  0.002
O (-3.748, 0.315, -1.203)  0.000
C (-5.067, -0.204, -1.023)  0.000
C (-4.870, -1.690, -1.131)  0.000
C (-3.535, -1.944, -1.760)  0.001
H (-5.707, 0.119, -1.844)  0.000
H (-5.490, 0.169, -0.090)  0.000
H (-5.607, -2.212, -1.741)  0.000
H (-4.786, -2.113, -0.130)  0.000
H (-3.557, -2.260, -2.803)  0.000
H (-2.919, -2.568, -1.113)  0.000
C (-3.961, -0.408, 2.558)  0.001
Cl (-3.396, -0.756, 4.224)  0.000
Cl (-5.730, -0.715, 2.423)  0.000
H (-3.618, 0.625, 2.513)  0.000
H (-3.387, -1.105, 1.947)  0.000
C (0.961, 2.403, 3.848)  0.000
Cl (0.462, 4.105, 3.278)  0.000
Cl (1.705, 2.574, 5.439)  0.000
H (0.035, 1.837, 3.951)  0.000
H (1.638, 2.023, 3.083)  0.000

For the total energy, the calculation gives -5706.8890 Eh. The HOMO energy (alpha / beta) comes out at -8.0 / -7.3 eV. The HOMO-LUMO gap (alpha / beta) comes out at 8.4 / 6.7 eV. The spin multiplicity is 2. The LUMO energy (alpha / beta) is 0.4 / -0.6 eV.